This record from the Open Molecules 2025 dataset describes a molecular structure, C18H48F14HfNO22P2S8 at a distorted geometry. The level of theory is ωB97M-V with the def2-TZVPD basis set.

XYZ file:
```
114
Properties=species:S:1:pos:R:3:mulliken_charge:R:1
Hf -10.9401 30.3595 -18.3722 3.75
P -7.1458 30.1990 -17.3905 0.97
F -8.6375 30.3881 -18.0747 0.26
F -7.9573 29.4419 -16.1670 -0.33
F -7.0718 28.7602 -18.2489 -0.19
F -5.7237 29.9124 -16.7890 -0.36
F -6.6279 30.9440 -18.7221 -0.21
F -7.3496 31.6160 -16.6376 -0.22
P -12.1711 28.9176 -15.4161 1.58
F -10.7415 29.3481 -16.0075 -0.56
F -12.4079 27.9471 -16.7384 -0.33
F -11.4814 27.7510 -14.5989 -0.41
F -13.6382 28.5780 -14.9682 -0.35
F -11.9910 29.9556 -14.1928 -0.37
F -12.5514 30.1541 -16.4223 -0.63
N -12.4410 29.1507 -19.4678 0.03
S -12.5029 28.2425 -20.7804 0.55
O -12.8529 28.9645 -21.9889 -0.55
O -12.8448 26.8470 -20.6879 -0.59
F -10.9100 28.0819 -20.9105 -0.16
S -14.2301 28.9214 -19.3295 0.53
O -14.6356 27.7167 -18.6245 -0.54
O -15.0714 29.6292 -20.2484 -0.38
F -14.2593 29.9551 -18.1102 -0.27
O -9.9196 28.1918 -18.2951 -0.95
S -9.8018 26.7589 -18.1568 0.92
O -11.0071 25.9578 -18.4146 -0.74
O -8.6069 26.2740 -19.1908 0.03
C -8.5501 24.9085 -19.5153 -0.12
C -7.1550 24.6599 -20.0899 -1.37
C -8.9836 26.2696 -16.6081 -0.88
H -9.2227 24.6467 -20.3331 0.22
H -8.6476 24.1378 -18.7498 0.39
H -7.1251 23.6580 -20.5219 0.44
H -6.3661 24.7450 -19.3420 0.34
H -6.8119 25.2634 -20.9318 0.27
H -8.1588 26.9577 -16.4321 0.16
H -8.7304 25.2210 -16.7467 0.50
H -9.7487 26.3773 -15.8389 0.30
O -12.6155 33.8699 -21.0035 -0.77
S -12.5696 32.4952 -21.4205 0.59
O -11.7756 31.5566 -20.6226 0.19
O -14.0965 31.9126 -21.5519 0.56
C -15.1263 32.6572 -22.2033 -0.08
C -16.2432 31.6951 -22.6805 -1.39
C -12.1231 32.3947 -23.1595 -1.12
H -14.7750 33.1809 -23.0935 0.30
H -15.5523 33.4116 -21.5419 0.11
H -16.4583 30.9648 -21.9021 0.21
H -15.9476 31.2185 -23.6150 0.39
H -17.1602 32.2227 -22.9434 0.43
H -11.0831 32.6988 -23.2773 0.05
H -12.7821 33.0210 -23.7559 0.53
H -12.1398 31.3470 -23.4587 0.28
O -9.6148 30.1738 -20.2541 -1.06
S -8.9515 30.2301 -21.5598 1.01
O -9.7494 30.3740 -22.7991 -0.79
O -7.9225 31.5064 -21.5085 0.33
C -7.5978 32.0773 -22.7986 0.01
C -6.2355 32.7819 -22.6788 -1.42
C -7.7068 28.9256 -21.7185 -1.05
H -8.3619 32.8008 -23.0903 -0.16
H -7.6573 31.4065 -23.6560 0.57
H -5.8463 33.1690 -23.6208 0.44
H -5.4727 32.1070 -22.2883 0.35
H -6.1963 33.6549 -22.0260 0.27
H -8.1266 28.0206 -21.2794 0.23
H -6.8567 29.2480 -21.1186 0.33
H -7.4383 28.8242 -22.7679 0.52
O -10.2033 31.7602 -16.5282 -0.47
S -9.9211 32.6978 -15.4202 0.85
O -8.9822 33.7784 -15.6499 -0.76
O -11.3899 33.2384 -14.9794 0.35
C -11.4225 34.3388 -13.9911 -0.30
C -12.8100 34.6621 -13.5925 -1.12
C -9.3473 31.7550 -13.9844 -1.16
H -10.9542 35.2178 -14.4331 0.31
H -10.8396 33.9946 -13.1360 0.33
H -13.3513 34.9579 -14.4944 0.15
H -12.8814 35.5182 -12.9231 0.41
H -13.3841 33.8301 -13.1855 0.33
H -8.6387 31.0168 -14.3568 0.17
H -10.1870 31.2876 -13.4718 0.31
H -8.8945 32.4565 -13.2854 0.58
O -10.1588 34.8797 -18.2804 -0.74
S -9.5408 33.9115 -19.1121 0.33
O -9.8786 32.5112 -19.0004 -0.01
O -9.8096 34.3100 -20.6848 0.70
C -10.0335 35.6402 -21.0515 -0.25
C -10.0557 35.8176 -22.5753 -1.22
C -7.7796 34.0985 -19.0448 -0.83
H -9.3211 36.4028 -20.7306 0.45
H -11.0042 36.0702 -20.7964 0.13
H -9.1029 35.4635 -22.9732 0.28
H -10.1443 36.8609 -22.8795 0.48
H -10.9032 35.3510 -23.0781 0.15
H -7.5208 35.1367 -19.2522 0.48
H -7.3779 33.5859 -19.9209 -0.10
H -7.2538 33.6938 -18.1819 0.35
O -14.2749 32.5545 -16.4607 -0.75
S -13.6220 32.9344 -17.6817 0.44
O -12.4652 32.1560 -18.1189 0.23
O -14.7773 32.8724 -18.8694 0.17
C -16.0844 33.3586 -18.5713 -0.51
C -17.0128 32.1713 -18.4301 -1.03
C -13.3491 34.7001 -17.7546 -1.00
H -16.3673 34.0210 -19.3887 0.46
H -16.1686 33.8968 -17.6256 0.37
H -16.7771 31.4966 -17.6068 0.23
H -16.9532 31.5289 -19.3110 0.09
H -18.0657 32.4306 -18.3146 0.48
H -14.1570 35.2719 -17.2987 0.53
H -13.3139 34.9948 -18.8026 0.25
H -12.4549 35.0220 -17.2216 0.28
```

The net charge is +1. The HOMO energy is -13.22 eV. The total energy comes out at -210593.7340 eV.



This record from the Open Molecules 2025 dataset describes a molecular structure, C18H48F4HfN2O26S10 at a distorted geometry. The level of theory is ωB97M-V with the def2-TZVPD basis set.

XYZ file:
```
109
Properties=species:S:1:pos:R:3:mulliken_charge:R:1
Hf -1.6769 1.7689 0.9550 2.47
N -0.5117 0.2333 -0.1216 1.41
S -0.7229 -1.2595 -0.6697 0.23
O -0.2191 -2.3276 0.1342 -0.33
O -0.7942 -1.4450 -2.0940 -0.52
F -2.2653 -1.2240 -0.1885 -0.23
S 1.1825 0.0697 -0.6584 0.20
O 1.4069 0.1953 -2.0917 -0.57
O 2.1283 -0.6698 0.0984 -0.22
F 1.4332 1.5667 -0.1262 0.08
N -3.7604 1.3387 0.4007 -0.04
S -4.4640 0.6887 -1.0631 0.91
O -5.1402 1.6236 -1.9175 -0.50
O -4.7976 -0.6872 -1.0320 -0.40
F -3.0140 0.6660 -1.7440 -0.29
S -5.2183 1.6030 0.9665 0.79
O -5.6672 0.4620 1.6871 -0.51
O -6.1362 2.5177 0.3541 -0.50
F -4.6696 2.6028 2.1286 -0.37
O -0.0436 1.0016 2.6305 -0.75
S 1.1582 0.4189 3.2189 0.89
O 1.6440 -0.8668 2.8470 -0.60
O 2.3078 1.5644 2.9218 0.13
C 3.6867 1.1056 2.9960 -0.36
C 4.3031 1.8514 4.1992 -1.27
C 1.0939 0.5481 5.0168 -1.36
H 4.3111 1.2500 2.1164 0.38
H 3.7158 0.0472 3.2528 0.37
H 3.8069 1.5800 5.1296 0.29
H 4.1297 2.9153 4.0408 0.29
H 5.3483 1.5531 4.2638 0.43
H 0.1210 0.2660 5.4333 0.39
H 1.0744 1.5459 5.4617 0.35
H 1.8954 -0.0430 5.4513 0.48
O 0.3538 5.8220 0.4036 -0.59
S 0.9137 4.5014 0.4552 1.04
O 0.0569 3.3534 0.7952 -0.84
O 1.6099 4.1592 -0.9734 -0.32
C 2.3296 5.1858 -1.6421 -0.31
C 2.5418 4.8369 -3.0990 -1.17
C 2.4016 4.5626 1.5243 -1.19
H 3.2478 5.2878 -1.0543 0.40
H 1.8348 6.1595 -1.6116 0.37
H 2.7714 3.7739 -3.1901 0.29
H 3.3734 5.3679 -3.5616 0.42
H 1.6881 5.1018 -3.7222 0.25
H 2.7149 5.6032 1.4829 0.50
H 3.1200 3.9233 1.0126 0.33
H 2.2513 4.2042 2.5384 0.41
O 7.8332 -0.0653 -1.6293 -0.60
S 7.5662 -1.0839 -0.6529 1.13
O 7.4839 -0.8498 0.7596 -0.57
O 6.1380 -1.8108 -1.0718 -0.43
C 5.0556 -1.5968 -0.1256 0.23
C 5.0564 -2.7298 0.8974 -1.13
C 8.5841 -2.5724 -0.9242 -0.86
H 4.1960 -1.6880 -0.7849 0.14
H 5.1699 -0.6368 0.3724 0.15
H 5.2551 -3.6982 0.4376 0.38
H 4.1213 -2.8318 1.4503 0.23
H 5.8698 -2.5549 1.6018 0.33
H 9.6492 -2.3712 -0.8580 0.37
H 8.3072 -2.9549 -1.9046 0.33
H 8.2275 -3.2774 -0.1770 0.30
O -2.3822 -0.9542 4.5832 -0.60
S -2.4445 -1.2055 3.1828 0.81
O -2.4307 -0.1461 2.1736 0.33
O -1.1914 -2.1373 2.8585 0.12
C -0.8627 -3.2399 3.7400 -0.52
C 0.2840 -4.0263 3.1442 -0.87
C -3.8468 -2.3335 2.8786 -1.14
H -1.6675 -3.9233 4.0210 0.44
H -0.5820 -2.7543 4.6760 0.31
H 1.1811 -3.5380 3.5200 0.20
H 0.2617 -4.0789 2.0580 0.12
H 0.2113 -5.0488 3.5119 0.43
H -3.7656 -3.0947 3.6469 0.51
H -3.7440 -2.7158 1.8643 0.25
H -4.6946 -1.6518 2.9412 0.49
O -4.5571 -4.6776 -3.6633 -0.60
S -5.3904 -5.0314 -2.5315 1.10
O -6.2429 -6.1926 -2.4977 -0.58
O -4.4123 -5.0802 -1.2303 -0.29
C -3.0646 -5.5365 -1.4379 -0.67
C -2.1275 -4.3610 -1.7859 -0.58
C -6.2159 -3.5886 -2.0513 -0.71
H -3.0125 -6.2635 -2.2453 0.34
H -2.6783 -5.9428 -0.5060 0.39
H -1.9904 -4.2476 -2.8622 0.41
H -1.0956 -4.5215 -1.4672 0.46
H -2.5047 -3.4195 -1.3910 -0.19
H -6.5510 -3.6776 -1.0213 0.32
H -6.9785 -3.3343 -2.7839 0.43
H -5.4315 -2.8381 -2.1047 0.11
O -1.0984 4.5394 -2.9987 -0.63
S -1.5317 3.1984 -2.7211 0.88
O -1.5164 2.6576 -1.3444 -0.28
O -2.9748 2.9296 -3.3274 -0.08
C -3.6422 3.9182 -4.1758 -0.38
C -4.2259 3.1657 -5.3407 -1.04
C -0.5482 2.0420 -3.6922 -0.60
H -3.0203 4.7483 -4.5138 0.40
H -4.4232 4.3845 -3.5756 0.30
H -4.8222 3.8695 -5.9183 0.41
H -4.9148 2.4805 -4.8407 0.28
H -3.4732 2.6041 -5.8875 0.26
H -0.8998 1.0638 -3.3633 0.16
H 0.5015 2.2687 -3.5320 0.17
H -0.8515 2.1087 -4.7355 0.44
```

For the energy above the lowest of the compared OMol25 structures with the same formula, charge and spin, the calculation gives 196.6 kJ/mol. The net charge is +2. The HOMO energy is -13.94 eV. The total energy comes out at -196165.0641 eV.



This record from the Open Molecules 2025 dataset describes a molecular structure, C18H48N4O14Zn at a distorted geometry. The level of theory is ωB97M-V with the def2-TZVPD basis set.

XYZ file:
```
85
Properties=species:S:1:pos:R:3:mulliken_spin:R:1
Zn 2.7064 -1.9447 1.2816 1.10
O 2.8774 -0.5409 -0.2953 -0.14
C 1.5661 -0.0387 -0.4614 -0.03
C 0.5071 -0.3846 0.6531 0.14
O 0.6678 -1.5014 1.5442 -0.16
H 1.2195 -0.5067 -1.3828 0.01
H 1.4508 1.0218 -0.6854 0.00
H -0.5249 -0.4198 0.3044 0.02
H 0.5340 0.4311 1.3757 0.00
C 1.3370 -1.9858 -4.0012 0.00
C 1.1992 -1.9375 -5.5602 0.00
O 1.0856 -0.6415 -6.0788 0.00
O 2.6559 -1.7871 -3.4897 0.00
H 0.8666 -2.9110 -3.6682 0.00
H 0.7232 -1.1728 -3.6133 0.00
H 0.3537 -2.4716 -5.9937 0.00
H 2.0302 -2.4738 -6.0184 0.00
H 0.1824 -0.5558 -6.3926 0.00
H 2.5930 -1.3948 -2.6157 0.01
C 5.4700 1.1860 -2.0794 0.00
C 5.9602 0.7626 -0.7790 0.01
O 5.1180 1.0475 0.3188 0.01
O 4.5680 0.2695 -2.6977 0.00
H 6.3179 1.3455 -2.7456 0.00
H 4.9609 2.1479 -2.0197 0.00
H 6.9145 1.2252 -0.5272 0.00
H 6.2729 -0.2798 -0.8396 0.00
H 4.3149 0.5382 0.1878 0.00
H 4.0260 -0.0915 -1.9924 0.01
C -0.9181 1.1021 4.7544 0.00
C -0.1878 0.6613 6.0440 0.00
O -1.0748 -0.0871 6.8378 0.00
O -1.5260 0.0613 4.0202 0.00
H -0.2399 1.7552 4.2053 0.00
H -1.7331 1.7638 5.0481 0.00
H 0.0254 1.5670 6.6118 0.00
H 0.7355 0.1260 5.8225 0.00
H -0.9240 -0.9936 6.5600 0.00
H -0.9021 -0.1569 3.3240 0.00
C -3.3440 -4.0230 2.7819 0.00
C -2.3177 -2.9583 2.2174 0.00
O -1.4741 -3.4937 1.2194 0.00
O -2.9093 -4.8731 3.7843 0.00
H -3.7173 -4.6232 1.9521 0.00
H -4.2197 -3.5575 3.2340 0.00
H -1.8399 -2.3357 2.9738 0.00
H -2.9234 -2.1792 1.7546 0.00
H -0.7978 -2.8292 1.0691 0.00
H -2.1156 -5.2825 3.4321 0.00
O -1.9213 2.4762 -3.9828 0.00
C -2.3386 1.9954 -2.9625 0.00
N -3.4606 1.3563 -2.8978 0.00
C -1.5187 2.0629 -1.6259 0.00
H -3.9465 1.2089 -2.0247 0.00
H -3.8404 1.0906 -3.7952 0.00
H -1.7564 1.1910 -1.0165 0.00
H -1.6715 2.9901 -1.0735 0.00
H -0.4616 1.9592 -1.8707 0.00
O -4.0821 2.3230 0.7590 0.00
C -3.2464 1.9609 1.4935 0.00
N -3.2655 0.6634 1.8572 0.00
C -2.0963 2.7871 2.0279 0.00
H -2.6470 0.4897 2.6366 0.00
H -3.8254 -0.0609 1.4306 0.00
H -1.7009 3.3655 1.1928 0.00
H -1.3486 2.0643 2.3544 0.00
H -2.4455 3.3892 2.8667 0.00
O -4.2363 -2.6281 -2.1035 0.00
C -3.1342 -2.4566 -2.5553 0.00
N -2.8000 -3.0806 -3.6703 0.00
C -2.0744 -1.6589 -1.8082 0.00
H -1.8700 -3.4198 -3.8709 0.00
H -3.5595 -3.5336 -4.1582 0.00
H -1.5786 -0.9336 -2.4533 0.00
H -1.2952 -2.3123 -1.4158 0.00
H -2.4936 -1.1746 -0.9263 0.00
O 1.5271 4.6568 0.0403 0.00
C 2.3071 3.8344 0.5059 0.00
N 3.4407 3.4853 -0.1387 0.00
C 2.1353 3.2730 1.8683 0.00
H 3.5162 3.8990 -1.0570 0.00
H 3.9587 2.7423 0.3081 0.00
H 2.9782 3.5267 2.5112 0.00
H 1.9628 2.1968 1.8548 0.01
H 1.2385 3.6917 2.3249 0.00
```

As for the spin multiplicity: 2. The net charge is -1. The HOMO energy (alpha / beta) is -4.53 / -6.27 eV. The total energy comes out at -102487.7662 eV.



- Among the records above, which one has the highest total energy?
  C18H48N4O14Zn



- Look up the total energy of the first one.
  -210593.7340 eV



- Number 1 is which compound?
  C18H48F14HfNO22P2S8



- What is the formula in the second record?
  C18H48F4HfN2O26S10